## i
11
Properties=species:S:1:pos:R:3 method="wB97M-V/def2-TZVPD" homo_lumo_gap_ev=7.7 homo_energy_ha=-0.3283 spin_multiplicity=1 total_charge=0
O -1.24 -2.33 1.89
C -0.70 -1.36 1.15
N -1.28 -0.58 0.29
C -0.21 0.14 -0.17
C -0.28 1.10 -1.12
S 0.97 2.13 -1.70
N 1.01 -0.33 0.42
N 0.70 -1.26 1.24
H -2.21 -2.44 1.68
H -1.24 1.36 -1.49
H 1.96 1.65 -0.91



## ii
11
Properties=species:S:1:pos:R:3 method="wB97M-V/def2-TZVPD" homo_lumo_gap_ev=9.5 homo_energy_ha=-0.3643 spin_multiplicity=1 total_charge=0
O 2.20 -0.85 0.16
N 2.45 0.53 -0.09
C 1.33 1.13 -0.11
C -0.02 0.57 0.05
C -1.18 1.30 0.12
N -2.29 0.58 0.04
N -2.14 -0.70 -0.01
S -0.50 -1.09 -0.09
H 3.04 -1.32 0.29
H 1.49 2.22 -0.34
H -1.24 2.36 0.21



## iii
11
Properties=species:S:1:pos:R:3 method="wB97M-V/def2-TZVPD" homo_lumo_gap_ev=8.5 homo_energy_ha=-0.3412 spin_multiplicity=1 total_charge=0
H -2.37 -0.58 -0.30
N -2.02 -1.63 -0.14
C -0.79 -1.38 0.04
N -0.02 -0.20 0.33
O -0.69 1.07 0.07
C 0.34 1.88 0.01
N 1.53 1.38 -0.18
C 1.39 -0.02 0.04
S 2.53 -1.24 0.00
H -0.06 -2.19 0.10
H 0.16 2.90 0.02



Which one sits at the top of the stability order? i does.



## i
14
Properties=species:S:1:pos:R:3 method="wB97M-V/def2-TZVPD" homo_lumo_gap_ev=9.8 homo_energy_ha=-0.3450 spin_multiplicity=1 total_charge=0
C 0.37 -0.34 2.16
N 0.19 -0.26 0.68
C -0.66 0.70 0.13
N -0.62 0.70 -1.29
O -1.61 1.15 0.72
H 0.52 -1.39 2.42
H -0.42 -0.07 2.78
H 1.25 0.24 2.42
H 1.07 -0.45 0.19
H -0.35 -0.17 -1.76
H -1.44 1.02 -1.75
O 1.64 -1.29 -1.90
H 1.55 -2.28 -1.91
H 2.33 -1.05 -2.50



## ii
14
Properties=species:S:1:pos:R:3 method="wB97M-V/def2-TZVPD" homo_lumo_gap_ev=10.8 homo_energy_ha=-0.3605 spin_multiplicity=1 total_charge=0
N -1.92 0.26 -0.87
C -2.10 -0.74 0.07
O -1.44 -0.82 1.09
H -0.98 0.46 -0.98
H -2.45 0.34 -1.76
H -2.75 -1.49 -0.32
N 1.93 -0.21 1.01
C 1.30 0.69 0.11
O 0.77 0.07 -1.05
H 1.45 -0.33 1.90
H 2.89 0.03 1.26
H 0.43 1.16 0.66
H 1.93 1.50 -0.20
H 0.93 -0.92 -0.91



Which one sits at the top of the stability order? i does.



## i
14
Properties=species:S:1:pos:R:3 method="wB97M-V/def2-TZVPD" homo_lumo_gap_ev=10.3 homo_energy_ha=-0.3506 spin_multiplicity=1 total_charge=0
C -0.49 -0.04 -0.39
N 0.89 0.56 -0.33
C 1.00 2.09 -0.42
N 2.15 2.43 0.23
O 0.30 2.86 -1.12
H -0.92 0.24 -1.39
H -0.31 -1.14 -0.29
H -1.05 0.36 0.54
H 1.46 0.25 0.49
H 2.92 1.88 0.00
H 2.34 3.40 0.21
O -2.38 -4.37 0.86
H -2.81 -3.56 0.59
H -3.11 -4.97 1.02



## ii
14
Properties=species:S:1:pos:R:3 method="wB97M-V/def2-TZVPD" homo_lumo_gap_ev="8.6 / 8.6" homo_energy_ha="-0.3201 / -0.3201" spin_multiplicity=1 total_charge=0
C 1.08 -0.52 -1.47
N 0.92 -1.64 -0.72
O 0.06 -1.09 1.03
H -0.70 -1.63 0.77
H 1.71 -1.81 -0.11
H 0.46 0.31 -0.72
H 0.50 -0.51 -2.39
H 2.06 -0.04 -1.52
C -1.46 1.09 0.82
N -0.02 0.89 0.49
O 0.78 1.48 1.16
H -1.61 0.99 1.89
H -2.06 0.37 0.26
H -1.70 2.11 0.51



## iii
14
Properties=species:S:1:pos:R:3 method="wB97M-V/def2-TZVPD" homo_lumo_gap_ev=10.2 homo_energy_ha=-0.3454 spin_multiplicity=1 total_charge=0
N 1.75 0.95 0.74
C 1.52 1.47 -0.55
O 0.47 1.81 -1.01
H 0.89 0.67 1.19
H 2.30 1.64 1.24
H 2.49 1.51 -1.10
N -1.70 -0.60 -0.64
C -0.76 -1.58 -0.05
O -1.05 -1.93 1.28
H -1.99 0.08 0.07
H -1.10 -0.06 -1.26
H 0.24 -1.20 -0.20
H -0.88 -2.48 -0.66
H -1.67 -1.28 1.62



## iv
14
Properties=species:S:1:pos:R:3 method="wB97M-V/def2-TZVPD" homo_lumo_gap_ev="9.2 / 9.2" homo_energy_ha="-0.3119 / -0.3119" spin_multiplicity=1 total_charge=0
N -0.07 -0.55 -1.23
N 0.04 -0.83 0.17
C 1.48 -0.88 0.54
O 2.00 0.41 0.55
H 0.72 0.06 -1.47
H -0.93 0.11 -1.30
H -0.42 -1.71 0.35
H 2.10 -1.46 -0.15
H 1.50 -1.34 1.54
H 1.39 0.96 1.05
C -1.93 1.28 -0.06
O -1.33 0.89 0.94
H -1.63 2.19 -0.59
H -2.92 0.88 -0.33



Which one sits at the top of the stability order? i does.



## i
6
Properties=species:S:1:pos:R:3 method="wB97M-V/def2-TZVPD" homo_lumo_gap_ev="7.9 / 7.9" homo_energy_ha="-0.3911 / -0.3919" spin_multiplicity=1 total_charge=0
C 1.20 -0.98 0.87
C 1.80 0.06 0.35
C -1.88 -0.03 -0.59
O -1.09 0.81 -0.45
O 2.37 1.08 0.23
O -2.77 -0.76 -0.69



## ii
6
Properties=species:S:1:pos:R:3 method="wB97M-V/def2-TZVPD" homo_lumo_gap_ev=7.7 homo_energy_ha=-0.3962 spin_multiplicity=1 total_charge=0
C 0.24 -0.38 0.09
C 1.45 0.02 0.06
C -1.24 -0.03 -0.04
O -0.87 1.17 -0.01
O 2.59 -0.06 -0.07
O -2.17 -0.73 -0.03



Which one sits at the top of the stability order? i does.